# 1
Density functional theory data (the ωB97M-V functional and the def2-TZVPD basis) for a gas-phase ion, C9H16P (charge +1).

## Properties
LUMO level (spin up / spin down) ... -0.09664 / -0.25545 Eh
Charge ... +1
Energy above the lowest of the compared OMol25 structures with the same formula, charge and spin ... 46.47 kcal/mol
Multiplicity ... 3

Atoms and positions in Å:
C 0.12 1.91 -0.34
C 0.27 1.64 1.10
C -2.42 0.36 -0.12
C -1.45 -0.03 -1.15
C -2.97 -0.42 0.79
C 0.05 0.54 -1.05
C 0.89 0.50 1.38
C 0.83 -2.26 0.39
C 2.88 -0.40 -0.41
P 1.14 -0.50 -0.01
H 0.90 2.62 -0.68
H 0.02 2.49 1.76
H -0.85 2.54 -0.48
H -2.92 1.25 -0.51
H -1.37 -1.16 -1.46
H -1.99 0.31 -2.15
H -3.72 -0.11 1.56
H -2.56 -1.33 0.98
H 0.49 0.65 -2.11
H 0.95 0.20 2.35
H 1.25 -2.89 -0.35
H -0.26 -2.36 0.70
H 1.38 -2.23 1.27
H 3.15 0.50 0.05
H 2.89 -0.37 -1.48
H 3.30 -1.46 -0.02

# 2
Density functional theory data (the ωB97M-V functional and the def2-TZVPD basis) for a molecular structure, C29H36BrInN5O7PSTe.

## Properties
LUMO level ... -0.03191 Eh
Multiplicity ... 1

Atoms and positions in Å:
In 0.61 1.64 -0.55
O 1.88 -2.02 5.02
C 2.46 -2.85 4.15
C 2.94 -4.07 4.64
C 3.51 -5.00 3.79
C 3.59 -4.74 2.43
C 3.14 -3.53 1.94
C 2.62 -2.55 2.78
C 2.23 -1.21 2.27
O 2.89 -0.55 1.30
N 1.27 -0.60 2.85
N 0.86 0.62 2.39
C 0.75 1.53 3.26
C 0.27 2.88 2.89
C -0.58 3.58 3.74
C -1.03 4.83 3.35
C -0.60 5.35 2.14
C 0.25 4.59 1.37
N 0.68 3.38 1.72
H 1.49 -1.28 4.51
H 2.83 -4.26 5.70
H 3.87 -5.94 4.19
H 3.99 -5.48 1.75
H 3.14 -3.36 0.88
H 1.02 1.36 4.31
H -0.93 3.13 4.66
H -1.73 5.38 3.97
H -0.93 6.32 1.80
H 0.62 4.95 0.41
C 2.93 -4.48 -3.34
C 3.91 -4.28 -2.21
O 4.44 -2.92 -2.18
P 3.58 -1.72 -1.57
O 2.19 -2.11 -1.28
Te 4.67 -0.80 0.42
O 3.88 -0.54 -2.56
C 3.54 -0.61 -3.97
C 4.80 -0.49 -4.80
H 2.54 -5.50 -3.30
H 3.41 -4.33 -4.31
H 2.09 -3.79 -3.25
H 4.78 -4.91 -2.32
H 3.42 -4.50 -1.26
H 2.86 0.22 -4.17
H 3.02 -1.54 -4.18
H 5.36 0.40 -4.52
H 4.53 -0.42 -5.85
H 5.44 -1.37 -4.66
C -4.03 -0.70 -3.51
N -2.90 -0.26 -2.72
C -2.04 -1.36 -2.29
C -2.29 0.94 -3.06
S -0.68 1.03 -3.50
N -3.10 2.01 -3.04
C -2.59 3.33 -3.41
C -4.34 2.04 -2.28
H -3.70 -1.33 -4.34
H -4.57 0.15 -3.93
H -4.72 -1.28 -2.89
H -2.67 -2.09 -1.77
H -1.29 -0.98 -1.60
H -1.54 -1.85 -3.12
H -1.93 3.24 -4.27
H -2.05 3.77 -2.58
H -3.44 3.97 -3.66
H -4.42 1.15 -1.66
H -5.21 2.09 -2.94
H -4.34 2.92 -1.63
Br -6.34 3.11 4.20
C -4.88 2.20 3.38
C -4.49 0.97 3.90
C -3.42 0.31 3.32
C -2.76 0.86 2.23
C -3.17 2.09 1.72
C -4.23 2.77 2.30
C -2.46 2.71 0.53
O -2.75 3.87 0.21
O -1.59 1.96 -0.04
H -5.02 0.54 4.74
H -3.10 -0.65 3.72
H -1.93 0.36 1.76
H -4.53 3.73 1.91

# 3
Density functional theory data (the ωB97M-V functional and the def2-TZVPD basis) for a molecular structure, C32H41Ge2N2O3STi.

## Properties
LUMO level (spin up / spin down) ... -0.24803 / -0.25529 Eh
Charge ... +2
Energy above the lowest of the compared OMol25 structures with the same formula, charge and spin ... 14.63 kcal/mol
Multiplicity ... 2

Atoms and positions in Å:
Ti 0.75 -0.83 -0.09
C 4.66 -0.91 6.95
C 3.72 -0.62 5.82
C 2.75 0.38 5.93
C 1.90 0.66 4.88
C 2.02 -0.06 3.70
C 2.97 -1.07 3.57
C 3.81 -1.34 4.62
S 0.95 0.30 2.38
O 0.06 1.36 2.74
O 1.76 0.51 1.13
N 0.25 -1.02 1.82
C -0.77 -1.84 2.31
C -1.33 -1.88 3.56
C -2.34 -2.83 3.82
C -2.76 -3.71 2.87
C -2.20 -3.68 1.57
C -2.56 -4.54 0.52
C -1.96 -4.42 -0.70
C -1.00 -3.42 -0.89
N -0.62 -2.58 0.06
C -1.20 -2.72 1.29
H 4.28 -0.52 7.89
H 5.62 -0.44 6.75
H 4.83 -1.98 7.06
H 2.67 0.94 6.85
H 1.15 1.44 4.96
H 3.05 -1.63 2.64
H 4.55 -2.13 4.53
H -1.01 -1.19 4.33
H -2.78 -2.85 4.81
H -3.53 -4.44 3.09
H -3.32 -5.30 0.69
H -2.21 -5.07 -1.53
H -0.54 -3.30 -1.87
C 2.57 1.39 -3.00
C 2.30 0.10 -2.19
Ge 0.50 -0.64 -2.75
C 0.81 -2.34 -3.70
C 1.63 -2.02 -4.95
C -0.62 0.56 -3.72
C -1.18 1.53 -2.98
Ge -0.85 1.29 -1.07
C -0.07 2.90 -0.24
C -1.03 3.62 0.71
C -2.28 0.33 -0.07
C -3.59 1.15 -0.01
C -1.84 2.73 -3.51
C -2.73 3.45 -2.72
C -3.36 4.59 -3.21
C -3.10 5.02 -4.50
C -2.19 4.32 -5.29
C -1.56 3.19 -4.80
H 3.54 1.80 -2.76
H 1.82 2.15 -2.79
H 2.54 1.19 -4.07
H 2.40 0.41 -1.13
H 3.07 -0.64 -2.39
H -0.16 -2.76 -3.98
H 1.33 -3.08 -3.09
H 1.14 -1.29 -5.59
H 1.78 -2.92 -5.55
H 2.62 -1.64 -4.69
H -0.75 0.53 -4.80
H 0.19 3.54 -1.08
H 0.85 2.65 0.28
H -1.91 4.01 0.19
H -0.53 4.47 1.17
H -1.37 2.96 1.52
H -1.97 0.09 0.94
H -2.46 -0.60 -0.60
H -3.43 2.13 0.43
H -4.32 0.63 0.60
H -4.02 1.28 -1.00
H -2.96 3.13 -1.71
H -4.06 5.13 -2.59
H -3.58 5.91 -4.88
H -1.97 4.67 -6.29
H -0.84 2.68 -5.42
O 2.39 -2.07 -0.28
H 2.37 -2.99 0.01
H 3.30 -1.82 -0.49

# 4
Density functional theory data (the ωB97M-V functional and the def2-TZVPD basis) for a molecular structure, C10H20Cl10NiO4PSn2.

## Properties
LUMO level (spin up / spin down) ... -0.48167 / -0.48164 Eh
Charge ... +3
Energy above the lowest of the compared OMol25 structures with the same formula, charge and spin ... 29.45 kcal/mol
Multiplicity ... 3

Atoms and positions in Å:
Ni 8.12 -25.23 10.66
Sn 11.60 -28.38 11.99
Sn 10.88 -27.64 7.25
P 10.27 -25.79 10.22
O 9.54 -26.47 11.39
O 11.64 -26.39 9.79
O 9.83 -24.30 10.36
O 9.18 -26.16 9.25
Cl 8.54 -29.87 12.12
C 7.73 -29.29 10.66
C 6.44 -28.52 10.90
Cl 5.25 -29.71 11.47
H 7.57 -30.14 9.99
H 8.39 -28.61 10.11
H 5.92 -28.07 10.06
H 6.55 -27.72 11.63
Cl 11.88 -24.39 6.70
C 11.17 -23.19 7.76
C 11.55 -21.75 7.42
Cl 10.92 -21.45 5.82
H 11.56 -23.22 8.77
H 10.09 -23.33 7.67
H 12.63 -21.63 7.46
H 11.11 -20.95 8.02
Cl 7.45 -25.01 15.39
C 7.89 -26.41 14.42
C 8.84 -27.33 15.16
Cl 10.58 -26.74 15.12
H 8.24 -26.09 13.44
H 6.99 -27.02 14.33
H 8.85 -28.34 14.75
H 8.56 -27.48 16.21
Cl 7.59 -21.57 7.32
C 7.35 -22.01 8.99
C 7.16 -20.75 9.96
Cl 8.69 -19.85 9.91
H 8.27 -22.52 9.30
H 6.44 -22.61 9.01
H 7.16 -21.25 10.93
H 6.33 -20.06 9.81
Cl 8.10 -21.75 13.64
C 9.62 -21.86 12.76
C 10.50 -23.12 13.10
Cl 11.17 -23.09 14.74
H 10.23 -20.97 12.92
H 9.39 -21.91 11.69
H 11.32 -23.24 12.40
H 9.87 -24.00 13.04

| no. | strongest force on any atom (hartree/bohr) |
| --- | --- |
| 1 | 0.2105 |
| 2 | 0.0144 |
| 3 | 0.0139 |
| 4 | 0.1343 |